C3H10S2 | the ωB97M-V functional and the def2-TZVPD basis

```
15
Properties=species:S:1:pos:R:3:lowdin_charge:R:1
C -1.204 -2.231 -0.164 -0.691
S -1.716 -2.644 1.478 0.249
H -1.906 -1.610 -0.764 0.040
H -0.793 -3.111 -0.576 -0.022
H -0.239 -1.750 -0.053 -0.037
H -0.517 -2.435 2.169 -0.221
C 1.673 2.025 -1.134 -0.466
S -0.099 1.721 -1.162 0.593
C -0.313 1.098 0.547 -0.500
H 2.064 1.906 -2.111 0.011
H 1.815 2.931 -0.634 -0.003
H 2.187 1.402 -0.432 0.015
H 0.279 0.163 0.558 -0.022
H -1.326 0.790 0.926 0.035
H 0.095 1.744 1.351 0.018
```

Results
Relative energy (zero: lowest compared OMol25 entry of this formula, charge and spin) = 221.67 kJ/mol
Gap between HOMO and LUMO (spin up / spin down) = 2.2 / 8.0 eV
⟨S²⟩ = 0.751
LUMO energy (spin up / spin down) = 3.109 / 3.076 eV
Spin multiplicity = 2
Total charge = -1

C3H10S3 | the ωB97M-V functional and the def2-TZVPD basis

```
16
Properties=species:S:1:pos:R:3:lowdin_charge:R:1
C -0.710 -0.410 -3.132 -0.475
S -0.320 -1.516 -1.734 0.387
S -1.866 -0.929 -0.408 0.327
H -0.796 -1.002 -4.050 0.029
H 0.074 0.335 -3.256 0.027
H -1.678 0.032 -2.967 0.004
H -1.515 -2.013 0.290 -0.210
C 0.309 1.475 1.536 -0.175
C 1.232 0.270 1.358 -0.655
S 0.783 -1.210 2.291 0.667
H 0.221 1.709 2.608 0.064
H -0.698 1.124 1.299 0.022
H 0.610 2.338 0.942 0.072
H 1.140 -0.045 0.311 0.010
H 2.298 0.451 1.435 0.058
H 0.916 -0.609 3.478 -0.150
```

Results
Relative energy (zero: lowest compared OMol25 entry of this formula, charge and spin) = 45.15 kJ/mol
Gap between HOMO and LUMO = 8.5 eV
LUMO energy = 0.297 eV
Spin multiplicity = 1
Structure (SMILES) = CCS.CSS
Total charge = 0

C3H11BrSi3 | the ωB97M-V functional and the def2-TZVPD basis

```
18
Properties=species:S:1:pos:R:3:lowdin_charge:R:1
C 1.139 0.133 1.126 -0.418
C 1.867 -0.687 0.104 -0.440
C 0.972 1.537 0.636 -0.378
Si 0.683 -1.002 -1.463 0.592
Si -4.562 -1.850 0.465 0.545
Si 0.288 1.327 -1.183 0.161
Br -1.841 1.584 -0.643 0.256
H 0.227 -0.425 1.394 0.105
H 1.735 0.056 2.016 0.099
H 2.847 -0.131 -0.252 0.097
H 2.327 -1.683 0.572 0.103
H 0.334 2.242 1.169 0.054
H 1.900 1.971 0.750 0.037
H 1.102 -1.338 -2.716 -0.146
H -0.272 -2.045 -0.903 -0.045
H -5.841 -1.105 0.343 -0.276
H -3.476 -0.831 0.891 -0.265
H 0.570 2.247 -2.306 -0.083
```

Results
Relative energy (zero: lowest compared OMol25 entry of this formula, charge and spin) = 251.07 kJ/mol
Gap between HOMO and LUMO = 7.3 eV
LUMO energy = -0.948 eV
Spin multiplicity = 1
Total charge = 0

C3H11ClN3 | the ωB97M-V functional and the def2-TZVPD basis

```
18
Properties=species:S:1:pos:R:3:lowdin_charge:R:1
C 2.046 -0.170 0.832 -0.002
C 1.201 -0.513 -0.441 -0.368
C -0.794 1.270 -0.636 -0.161
N -1.969 1.780 -0.263 0.142
N -0.321 0.087 -0.275 0.100
N 1.150 -1.795 -0.852 0.099
Cl -3.702 -0.815 0.135 0.367
H 1.453 -0.010 1.699 0.063
H 2.744 -0.949 1.244 0.106
H 2.628 0.697 0.706 0.062
H 1.396 0.048 -1.355 0.133
H -0.112 1.966 -1.223 0.181
H -2.539 1.016 0.111 -0.017
H -2.251 2.607 -0.759 0.128
H -0.729 -0.585 0.347 0.111
H -4.416 -0.220 1.098 -0.128
H 1.318 -1.831 -1.803 0.082
H 1.657 -2.424 -0.272 0.102
```

Results
Relative energy (zero: lowest compared OMol25 entry of this formula, charge and spin) = 156.14 kJ/mol
Gap between HOMO and LUMO = 11.0 eV
LUMO energy = -2.960 eV
Spin multiplicity = 1
Total charge = +1

C3H11IN3 | the ωB97M-V functional and the def2-TZVPD basis

```
18
Properties=species:S:1:pos:R:3:lowdin_charge:R:1
C 0.262 1.311 2.141 -0.089
C -1.239 -0.907 -0.381 -0.299
C 2.698 -0.177 -1.840 -0.403
N -2.596 -1.163 -0.526 0.037
N -1.125 0.053 0.709 0.026
N -0.011 0.376 1.148 -0.042
I 1.331 1.525 -1.415 0.762
H 0.555 0.874 3.069 0.096
H 1.258 1.916 1.912 0.138
H -0.658 1.986 2.258 0.121
H -0.541 -1.675 -0.090 0.134
H -0.943 -0.536 -1.360 0.091
H 2.317 -0.521 -2.736 -0.040
H 3.776 0.329 -2.007 0.078
H 2.746 -0.627 -0.955 -0.075
H -2.772 -1.912 -1.183 0.109
H -2.093 0.653 0.906 0.265
H -2.966 -1.507 0.350 0.091
```

Results
Relative energy (zero: lowest compared OMol25 entry of this formula, charge and spin) = 432.98 kJ/mol
Gap between HOMO and LUMO (spin up / spin down) = 7.4 / 7.4 eV
LUMO energy (spin up / spin down) = -5.496 / -5.497 eV
Spin multiplicity = 1
Total charge = +1

C3H11ISi2 | the ωB97M-V functional and the def2-TZVPD basis

```
17
Properties=species:S:1:pos:R:3:lowdin_charge:R:1
C -1.812 -0.500 -0.283 -0.219
C 0.464 0.158 1.906 -0.239
C 0.723 1.671 -0.929 -0.255
Si 1.097 -1.928 -1.196 0.532
Si 0.084 0.096 -0.014 0.455
I 4.199 0.651 0.789 0.166
H -2.571 0.323 -0.347 0.041
H -1.933 -1.087 -1.113 -0.044
H -1.789 -1.070 0.642 0.000
H 1.259 -0.542 2.028 -0.034
H 0.972 1.120 2.128 0.015
H -0.505 -0.091 2.347 0.018
H 1.759 1.502 -1.162 -0.043
H 0.185 2.145 -1.727 0.018
H 0.827 2.352 -0.101 -0.001
H 0.039 -2.849 -1.489 -0.215
H 2.273 -2.785 -1.499 -0.195
```

Results
Gap between HOMO and LUMO (spin up / spin down) = 7.4 / 5.8 eV
⟨S²⟩ = 2.006
LUMO energy (spin up / spin down) = 0.595 / -3.571 eV
Spin multiplicity = 3
Total charge = 0

Repeat the fifth record exactly.
C3H11IN3 | the ωB97M-V functional and the def2-TZVPD basis

```
18
Properties=species:S:1:pos:R:3:lowdin_charge:R:1
C 0.262 1.311 2.141 -0.089
C -1.239 -0.907 -0.381 -0.299
C 2.698 -0.177 -1.840 -0.403
N -2.596 -1.163 -0.526 0.037
N -1.125 0.053 0.709 0.026
N -0.011 0.376 1.148 -0.042
I 1.331 1.525 -1.415 0.762
H 0.555 0.874 3.069 0.096
H 1.258 1.916 1.912 0.138
H -0.658 1.986 2.258 0.121
H -0.541 -1.675 -0.090 0.134
H -0.943 -0.536 -1.360 0.091
H 2.317 -0.521 -2.736 -0.040
H 3.776 0.329 -2.007 0.078
H 2.746 -0.627 -0.955 -0.075
H -2.772 -1.912 -1.183 0.109
H -2.093 0.653 0.906 0.265
H -2.966 -1.507 0.350 0.091
```

Results
Relative energy (zero: lowest compared OMol25 entry of this formula, charge and spin) = 432.98 kJ/mol
Gap between HOMO and LUMO (spin up / spin down) = 7.4 / 7.4 eV
LUMO energy (spin up / spin down) = -5.496 / -5.497 eV
Spin multiplicity = 1
Total charge = +1

Which formula does entry 3 have?
C3H11BrSi3